1.
The following is a DFT calculation (ωB97M-V/def2-TZVPD) of one molecule with the formula C12H25N3O2.

Last columns: bonded neighbours and bond lengths (Å).
CARTESIAN COORDINATES (ANGSTROEM)
1 C -2.559 2.843 -3.607  C2 1.527, H18 1.092, H19 1.091, H20 1.090
2 C -1.874 2.160 -2.425  C1 1.527, C3 1.525, H21 1.091, H22 1.095
3 C -0.450 1.728 -2.759  C2 1.525, C4 1.530, H23 1.095, H24 1.095
4 C 0.275 0.950 -1.659  C3 1.530, C5 1.524, H25 1.097, H26 1.092
5 C 0.223 1.597 -0.280  C4 1.524, C6 1.531, H27 1.089, H28 1.095
6 C 0.976 0.868 0.835  C5 1.531, C7 1.532, H29 1.096, H30 1.094
7 C 0.268 -0.290 1.546  C6 1.532, C8 1.534, C13 1.552, O17 1.465
8 C -0.043 -1.558 0.739  C7 1.534, C9 1.571, H31 1.091, H32 1.093
9 C 1.095 -2.487 0.180  C8 1.571, N10 1.466, N11 1.451, N12 1.457
10 N 1.261 -2.362 -1.271  C9 1.466, H33 1.015, H34 1.013
11 N 2.359 -2.237 0.847  C9 1.451, H35 1.012, H36 1.015
12 N 0.811 -3.894 0.431  C9 1.457, H37 1.013, H38 1.014
13 C 0.949 -0.625 2.899  C7 1.552, C14 1.528, H39 1.089, H40 1.086
14 C -0.012 -0.088 3.958  C13 1.528, C15 1.504, H41 1.092, H42 1.087
15 C -1.306 0.124 3.221  C14 1.504, O16 1.194, O17 1.354
16 O -2.404 0.250 3.674  C15 1.194
17 O -1.057 0.229 1.894  C7 1.465, C15 1.354
18 H -1.873 3.531 -4.106  C1 1.092
19 H -2.898 2.118 -4.349  C1 1.091
20 H -3.429 3.417 -3.289  C1 1.090
21 H -1.875 2.830 -1.564  C2 1.091
22 H -2.452 1.279 -2.127  C2 1.095
23 H 0.133 2.612 -3.040  C3 1.095
24 H -0.485 1.096 -3.652  C3 1.095
25 H 1.328 0.855 -1.949  C4 1.097
26 H -0.124 -0.066 -1.625  C4 1.092
27 H -0.806 1.759 0.040  C5 1.089
28 H 0.675 2.590 -0.367  C5 1.095
29 H 1.960 0.551 0.469  C6 1.096
30 H 1.179 1.597 1.626  C6 1.094
31 H -0.693 -1.272 -0.089  C8 1.091
32 H -0.659 -2.167 1.404  C8 1.093
33 H 0.383 -2.487 -1.766  N10 1.015
34 H 1.606 -1.438 -1.501  N10 1.013
35 H 2.650 -1.274 0.739  N11 1.012
36 H 3.056 -2.828 0.408  N11 1.015
37 H 0.705 -4.041 1.428  N12 1.013
38 H -0.048 -4.183 -0.025  N12 1.014
39 H 1.930 -0.156 2.968  C13 1.089
40 H 1.102 -1.695 2.999  C13 1.086
41 H 0.294 0.894 4.325  C14 1.092
42 H -0.171 -0.730 4.820  C14 1.087

## Properties
Max |F|, eV Å⁻¹: 0.406
Gap between HOMO and LUMO, eV: 10.1534
LUMO energy, eV: 0.62
E, Eh: -787.01430
SMILES: CCCCCC[C@@]1(CC(N)(N)N)CCC(=O)O1
Total charge: 0
ΔE to the lowest compared entry with this formula, charge and spin, kcal per mole: 0.00



2.
The following is a DFT calculation (ωB97M-V/def2-TZVPD) of one molecule with the formula C8H9NO2S.

Last columns: bonded neighbours and bond lengths (Å).
CARTESIAN COORDINATES (ANGSTROEM)
1 C 0.717 -2.505 0.416  C2 1.508, H13 1.116, H14 1.112, H15 1.031
2 C 1.252 -1.116 0.176  C1 1.508, N3 1.560, C5 1.423, H16 1.091
3 N 2.241 -1.132 -1.030  C2 1.560, O4 1.197
4 O 2.471 -0.078 -1.551  N3 1.197
5 C 0.506 0.095 0.159  C2 1.423, C6 1.393, C10 1.371
6 C 1.209 1.298 0.172  C5 1.393, C7 1.415, H17 1.046
7 C 0.615 2.522 -0.216  C6 1.415, C8 1.365, H18 1.134
8 C -0.688 2.553 -0.622  C7 1.365, C9 1.361, H19 1.124
9 C -1.397 1.393 -0.563  C8 1.361, C10 1.413, H20 1.087
10 C -0.816 0.158 -0.197  C5 1.371, C9 1.413, S11 1.847
11 S -1.877 -1.351 -0.117  C10 1.847, O12 1.671
12 O -3.308 -1.138 -0.951  S11 1.671, H21 0.974
13 H 1.516 -3.214 0.737  C1 1.116
14 H 0.169 -2.891 -0.471  C1 1.112
15 H 0.057 -2.358 1.194  C1 1.031
16 H 2.058 -1.047 0.908  C2 1.091
17 H 2.161 1.147 0.579  C6 1.046
18 H 1.052 3.554 -0.044  C7 1.134
19 H -0.976 3.582 -0.972  C8 1.124
20 H -2.374 1.542 -1.015  C9 1.087
21 H -4.104 -0.752 -0.545  O12 0.974

## Properties
Max |F|, eV Å⁻¹: 3.352
Gap between HOMO and LUMO, eV: 8.3121
LUMO energy, eV: 0.12
E, Eh: -913.50467
SMILES: C[C@@H](N=O)c1ccccc1SO
Total charge: 0
ΔE to the lowest compared entry with this formula, charge and spin, kcal per mole: 105.78



3.
The following is a DFT calculation (ωB97M-V/def2-TZVPD) of one molecule with the formula C2H3N3S2.

Last columns: bonded neighbours and bond lengths (Å).
CARTESIAN COORDINATES (ANGSTROEM)
1 H -2.795 -1.282 -0.143  N2 1.005
2 N -2.348 -0.627 -0.759  H1 1.005, C3 1.287
3 C -1.199 -0.165 -0.404  N2 1.287, N4 1.426, S8 1.871
4 N -0.468 0.899 -1.008  C3 1.426, S5 1.773, H9 1.130
5 S 1.210 0.343 -1.149  N4 1.773, C6 1.798
6 C 1.611 0.611 0.583  S5 1.798, N7 1.303, H10 1.127
7 N 0.980 0.165 1.632  C6 1.303, S8 1.780
8 S -0.499 -0.742 1.233  C3 1.871, N7 1.780
9 H -0.854 0.917 -2.070  N4 1.130
10 H 2.657 0.998 0.742  C6 1.127

## Properties
Max |F|, eV Å⁻¹: 3.983
Gap between HOMO and LUMO, eV: 9.0028
LUMO energy, eV: -0.29
E, Eh: -1038.58129
SMILES: [H]/N=C1/NSC=NS1
Total charge: 0
ΔE to the lowest compared entry with this formula, charge and spin, kcal per mole: 35.34



4.
The following is a DFT calculation (ωB97M-V/def2-TZVPD) of one molecule with the formula C4H7NO.

Last columns: bonded neighbours and bond lengths (Å).
CARTESIAN COORDINATES (ANGSTROEM)
1 C 0.582 0.777 1.359  C2 1.511, H7 1.096, H8 1.093, H9 1.094
2 C -0.422 -0.120 0.673  C1 1.511, N3 1.361, C5 1.736, H10 1.092
3 N -1.295 0.444 -0.206  C2 1.361, H11 1.023
4 C 0.322 -0.122 -1.751  C5 1.392, H12 1.079, H13 1.091
5 C 0.088 -1.025 -0.719  C2 1.736, C4 1.392, O6 1.209
6 O -0.065 -2.222 -0.648  C5 1.209
7 H 0.091 1.317 2.177  C1 1.096
8 H 1.005 1.514 0.672  C1 1.093
9 H 1.393 0.180 1.787  C1 1.094
10 H -0.769 -0.953 1.289  C2 1.092
11 H -2.080 -0.191 -0.373  N3 1.023
12 H 0.510 0.920 -1.545  C4 1.079
13 H 0.640 -0.519 -2.716  C4 1.091

## Properties
Max |F|, eV Å⁻¹: 0.499
Gap between HOMO and LUMO (spin up / spin down), eV: 7.7523 / 7.7466
LUMO energy (spin up / spin down), eV: -0.95 / -0.95
E, Eh: -286.47353
Total charge: 0
ΔE to the lowest compared entry with this formula, charge and spin, kcal per mole: 99.22



5.
The following is a DFT calculation (ωB97M-V/def2-TZVPD) of one molecule with the formula C9H6N4.

Last columns: bonded neighbours and bond lengths (Å).
CARTESIAN COORDINATES (ANGSTROEM)
1 C -2.822 0.036 -0.002  C2 1.421, C6 1.401, H14 1.097
2 C -2.254 -1.267 -0.025  C1 1.421, C3 1.383, H15 1.071
3 C -0.879 -1.420 -0.051  C2 1.383, C4 1.393, H16 1.067
4 C -0.069 -0.287 -0.030  C3 1.393, C5 1.379, N13 1.386
5 C -0.579 0.994 -0.039  C4 1.379, C6 1.412, N7 1.423
6 C -1.978 1.152 0.064  C1 1.401, C5 1.412, H17 1.100
7 N 0.207 2.181 -0.051  C5 1.423, C8 1.295
8 C 1.491 2.015 -0.024  N7 1.295, C9 1.416, H18 1.100
9 C 2.104 0.739 -0.008  C8 1.416, N10 1.318, N13 1.361
10 N 3.371 0.378 -0.012  C9 1.318, N11 1.355
11 N 3.418 -0.976 0.008  N10 1.355, C12 1.311
12 C 2.186 -1.425 0.034  N11 1.311, N13 1.370, H19 1.062
13 N 1.314 -0.369 0.011  C4 1.386, C9 1.361, C12 1.370
14 H -3.907 0.181 0.078  C1 1.097
15 H -2.850 -2.157 -0.029  C2 1.071
16 H -0.455 -2.398 -0.100  C3 1.067
17 H -2.348 2.185 0.130  C6 1.100
18 H 2.168 2.881 0.010  C8 1.100
19 H 1.880 -2.442 0.037  C12 1.062

## Properties
Max |F|, eV Å⁻¹: 1.708
Gap between HOMO and LUMO, eV: 8.9492
LUMO energy, eV: -0.23
E, Eh: -565.57977
SMILES: c1ccc2c(c1)ncc1nncn12
Total charge: 0
ΔE to the lowest compared entry with this formula, charge and spin, kcal per mole: 16.86



6.
The following is a DFT calculation (ωB97M-V/def2-TZVPD) of one molecule with the formula C3H7N5.

Last columns: bonded neighbours and bond lengths (Å).
CARTESIAN COORDINATES (ANGSTROEM)
1 H 3.131 -1.433 0.067  N2 1.066
2 N 3.177 -0.372 0.155  H1 1.066, C3 1.254
3 C 1.992 0.024 0.047  N2 1.254, N4 1.420, N9 1.463
4 N 1.598 1.383 0.174  C3 1.420, C5 1.250
5 C 0.384 1.433 -0.119  N4 1.250, N6 1.354, H10 1.102
6 N -0.148 0.369 -0.766  C5 1.354, N7 1.334, N9 1.493
7 N -1.458 0.195 -0.579  N6 1.334, C8 1.482, H11 1.032
8 C -1.914 -0.314 0.736  N7 1.482, H12 1.128, H13 1.062, H14 1.123
9 N 0.802 -0.714 -0.376  C3 1.463, N6 1.493, H15 0.991
10 H -0.335 2.243 0.084  C5 1.102
11 H -1.951 -0.306 -1.334  N7 1.032
12 H -1.566 -1.347 1.026  C8 1.128
13 H -2.967 -0.367 0.609  C8 1.062
14 H -1.598 0.472 1.474  C8 1.123
15 H 0.852 -1.266 -1.197  N9 0.991

## Properties
Max |F|, eV Å⁻¹: 3.046
Gap between HOMO and LUMO, eV: 9.6850
LUMO energy, eV: 0.75
E, Eh: -392.20255
SMILES: [H]/N=c1/ncn(NC)[nH]1
Total charge: 0
ΔE to the lowest compared entry with this formula, charge and spin, kcal per mole: 60.55